{"formula": "C31H60NO3", "method": "ωB97M-V/def2-TZVPD", "homo_ev": -12.55, "total_charge": 1, "homo_lumo_gap_ev": 9.52, "e_lumo_ev": -3.0271, "multiplicity": 1, "total_energy_ev": -40744.2630, "symbols": ["O", "C", "C", "N", "C", "C", "C", "C", "O", "O", "C", "C", "C", "C", "C", "C", "C", "H", "H", "H", "H", "H", "H", "H", "H", "H", "H", "H", "H", "H", "H", "H", "H", "H", "H", "C", "C", "C", "C", "C", "C", "H", "H", "H", "H", "H", "H", "H", "H", "H", "H", "H", "H", "H", "H", "C", "C", "C", "C", "C", "C", "H", "H", "H", "H", "H", "H", "H", "H", "H", "H", "H", "H", "H", "H", "C", "C", "C", "C", "C", "C", "H", "H", "H", "H", "H", "H", "H", "H", "H", "H", "H", "H", "H", "H"], "positions_angstrom": [[3.072, -0.848, 4.135], [2.281, -1.372, 3.393], [0.784, -1.109, 3.642], [-0.021, -0.888, 2.394], [-1.315, -0.126, 2.696], [-2.469, -0.875, 2.052], [-1.900, -2.119, 1.354], [-2.536, -3.393, 1.894], [-2.319, -3.327, 3.301], [-3.143, -4.313, 3.912], [-0.373, -2.137, 1.615], [2.668, -2.239, 2.235], [2.586, -3.626, 2.329], [2.915, -4.404, 1.229], [3.309, -3.801, 0.038], [3.395, -2.419, -0.052], [3.084, -1.634, 1.050], [0.722, -0.207, 4.250], [0.319, -1.930, 4.192], [0.552, -0.319, 1.772], [-1.185, 0.890, 2.329], [-1.404, -0.090, 3.779], [-2.949, -0.238, 1.310], [-3.184, -1.191, 2.804], [-2.017, -2.098, 0.272], [-3.605, -3.445, 1.687], [-2.040, -4.276, 1.475], [-2.527, -5.008, 4.185], [0.174, -2.117, 0.673], [-0.014, -3.028, 2.124], [2.273, -4.078, 3.263], [2.865, -5.483, 1.305], [3.554, -4.418, -0.818], [3.704, -1.951, -0.978], [3.177, -0.554, 0.992], [2.834, -2.198, -4.451], [4.190, -1.965, -5.107], [5.040, -0.933, -4.368], [4.418, 0.461, -4.274], [4.075, 1.111, -5.613], [5.293, 1.349, -6.500], [2.230, -1.289, -4.444], [2.263, -2.965, -4.976], [2.957, -2.528, -3.415], [4.043, -1.664, -6.147], [4.743, -2.908, -5.141], [6.021, -0.869, -4.844], [5.227, -1.295, -3.351], [5.110, 1.114, -3.732], [3.511, 0.414, -3.661], [3.590, 2.071, -5.413], [3.341, 0.507, -6.153], [6.023, 1.985, -5.995], [5.008, 1.843, -7.429], [5.789, 0.415, -6.767], [0.754, 6.935, -4.422], [1.599, 6.834, -3.155], [2.939, 6.131, -3.369], [2.834, 4.680, -3.839], [2.033, 3.759, -2.922], [2.639, 3.618, -1.528], [0.493, 5.951, -4.815], [-0.177, 7.468, -4.230], [1.292, 7.475, -5.204], [1.027, 6.322, -2.376], [1.793, 7.839, -2.775], [3.516, 6.177, -2.442], [3.519, 6.692, -4.108], [3.846, 4.275, -3.949], [2.393, 4.652, -4.839], [1.982, 2.769, -3.385], [1.001, 4.109, -2.838], [3.658, 3.230, -1.585], [2.052, 2.929, -0.914], [2.672, 4.573, -1.002], [-9.132, -1.296, 4.039], [-8.256, -0.501, 5.002], [-7.001, 0.078, 4.352], [-6.039, -0.967, 3.783], [-5.542, -2.005, 4.789], [-4.748, -1.400, 5.942], [-8.607, -2.163, 3.634], [-10.028, -1.663, 4.538], [-9.450, -0.674, 3.199], [-7.981, -1.131, 5.852], [-8.840, 0.325, 5.417], [-6.476, 0.700, 5.081], [-7.300, 0.752, 3.543], [-5.177, -0.439, 3.357], [-6.517, -1.484, 2.945], [-4.907, -2.726, 4.271], [-6.387, -2.574, 5.184], [-3.874, -0.857, 5.570], [-4.393, -2.176, 6.621], [-5.348, -0.703, 6.528]], "forces_ev_per_a": [[-0.333, -0.207, -0.298], [0.246, 0.144, 0.229], [0.074, 0.076, 0.126], [0.001, -0.196, 0.024], [0.199, -0.013, 0.289], [0.064, 0.135, -0.629], [0.623, -0.436, 0.257], [0.178, -0.027, 0.020], [0.140, -0.226, 0.034], [-0.202, -0.049, 0.022], [-0.215, -0.121, -0.544], [0.062, 0.084, -0.091], [-0.058, 0.190, -0.038], [-0.008, 0.025, 0.032], [-0.037, -0.128, 0.055], [-0.046, 0.030, -0.011], [-0.061, -0.034, 0.081], [0.015, -0.031, -0.046], [0.005, -0.046, -0.070], [-0.047, 0.102, 0.018], [-0.006, -0.026, -0.005], [-0.028, -0.004, -0.035], [-0.180, -0.004, 0.180], [-0.095, 0.193, -0.015], [-0.337, 0.084, 0.054], [0.002, 0.082, -0.001], [-0.116, -0.029, 0.012], [0.171, 0.097, -0.082], [0.078, 0.173, 0.076], [-0.165, 0.177, 0.349], [0.037, -0.099, -0.030], [0.023, 0.020, -0.036], [0.004, 0.044, 0.016], [0.031, -0.007, 0.024], [0.037, -0.013, 0.009], [-0.012, -0.046, -0.045], [-0.014, -0.003, 0.088], [0.012, -0.001, -0.010], [-0.043, 0.011, 0.056], [0.070, 0.081, -0.009], [-0.063, -0.021, -0.016], [-0.008, -0.003, 0.009], [0.006, -0.007, 0.002], [-0.011, 0.018, 0.013], [0.027, 0.029, -0.004], [-0.018, -0.012, -0.022], [-0.003, 0.022, -0.007], [0.018, -0.021, -0.005], [0.006, 0.012, -0.012], [0.004, 0.004, 0.003], [-0.032, -0.007, -0.017], [-0.012, -0.020, 0.028], [0.020, -0.016, 0.007], [0.010, 0.011, 0.001], [0.009, -0.001, 0.005], [-0.009, -0.010, 0.062], [-0.005, 0.021, -0.056], [0.007, -0.009, 0.044], [-0.004, 0.007, -0.067], [0.069, -0.096, 0.057], [-0.064, -0.011, -0.019], [0.002, -0.002, -0.008], [0.002, 0.012, -0.012], [0.006, -0.016, -0.017], [0.012, -0.001, 0.017], [-0.011, 0.000, 0.016], [0.005, -0.008, -0.002], [-0.004, 0.008, -0.004], [-0.002, -0.011, 0.009], [0.002, 0.004, -0.001], [-0.024, 0.005, -0.016], [0.002, 0.028, -0.031], [0.015, 0.023, 0.007], [0.009, -0.007, 0.005], [0.012, 0.004, 0.002], [0.025, 0.004, 0.052], [-0.039, -0.001, -0.044], [0.006, 0.015, 0.019], [-0.037, -0.027, -0.011], [0.085, 0.122, -0.036], [-0.052, -0.073, 0.005], [-0.002, -0.004, -0.005], [-0.011, 0.005, -0.009], [0.010, -0.008, -0.018], [0.012, 0.013, 0.014], [-0.002, -0.006, 0.018], [0.009, -0.006, 0.000], [-0.009, -0.003, -0.001], [-0.009, 0.016, 0.008], [-0.001, 0.009, 0.001], [-0.057, -0.040, 0.000], [-0.005, -0.004, -0.010], [-0.002, 0.036, 0.004], [0.022, 0.006, -0.004], [0.011, 0.016, -0.004]]}